No. 1
Density functional theory data (ωB97M-V/def2-TZVPD) for 4 unconnected molecules or ions with the total composition C4H15NO3 at a distorted geometry.

XYZ file:
```
23
Properties=species:S:1:pos:R:3:forces:R:3
C 1.866 2.449 0.769 0.8 1.5 1.6
C 1.265 1.268 0.570 0.8 0.6 -1.1
N 1.525 0.590 -0.600 -0.4 -2.3 -0.1
C 0.924 -0.728 -0.952 0.7 2.2 -1.1
C 2.020 -1.761 -1.284 -2.0 -1.0 0.0
H 1.559 3.221 1.468 -0.5 -0.8 0.7
H 2.848 2.843 0.430 -0.9 -1.0 -1.0
H 0.513 0.782 1.204 0.0 0.7 -0.3
H 2.407 0.628 -1.073 0.4 1.0 0.2
H 0.237 -0.993 -0.166 -0.1 -0.6 0.3
H 0.330 -0.439 -1.858 0.2 -1.1 0.5
H 2.290 -1.801 -2.338 0.0 0.5 -0.1
H 2.930 -1.627 -0.694 -0.4 -0.4 0.2
H 1.447 -2.719 -1.144 1.3 0.4 0.3
O -2.181 1.220 -0.623 -0.2 -0.6 0.4
H -2.800 1.834 -1.035 0.7 0.1 -0.1
H -1.251 1.395 -0.802 -0.2 0.6 -0.4
O -1.795 -2.553 1.084 0.0 -0.1 -0.2
H -2.151 -1.655 1.153 -0.2 -0.1 0.2
H -2.566 -3.119 0.950 0.2 0.2 0.0
O -3.004 0.099 1.764 0.2 -0.9 0.6
H -2.544 0.657 1.122 -0.8 0.4 -0.2
H -3.870 0.409 2.056 0.5 0.3 -0.5
```
Forces are in eV/Å.

Properties
2S+1: 1
LUMO, Eh: 0.0189
Charge: 0
Kohn-Sham gap, Ha: 0.2985
Relative energy (zero: lowest compared OMol25 entry of this formula, charge and spin), eV: 1.944
Electronic energy, eV: -12022.27460
SMILES string: C=CNCC.O.O.O

No. 2
Density functional theory data (ωB97M-V/def2-TZVPD) for 10 unconnected molecules or ions with the total composition C40H50N10 at a distorted geometry.

XYZ file:
```
100
Properties=species:S:1:pos:R:3:forces:R:3
C -7.419 11.297 15.509 -1.9 2.6 1.2
C -6.222 11.882 15.049 2.2 -2.8 -2.3
C -5.573 10.788 14.242 -1.2 1.9 1.8
N -6.406 9.670 14.373 0.0 0.8 -0.1
C -7.516 10.019 15.109 -1.0 -2.6 -0.6
H -8.277 11.868 16.003 1.6 -1.0 -0.5
H -5.783 12.875 15.283 -0.5 -1.0 -0.5
H -4.623 10.787 13.670 -1.0 -0.1 0.8
H -6.337 8.695 14.053 0.5 1.2 0.0
H -8.349 9.258 15.196 1.2 1.2 0.1
C -8.429 16.829 7.835 0.7 -0.1 0.1
C -7.115 17.040 8.360 -0.7 -3.1 3.3
C -6.966 16.139 9.586 -4.7 2.4 -6.2
N -8.228 15.488 9.597 1.9 0.5 0.5
C -9.089 15.890 8.593 1.2 -0.6 0.8
H -8.873 17.236 6.935 0.3 0.2 0.1
H -6.329 17.612 7.941 0.4 0.5 -0.2
H -6.142 15.994 10.199 1.0 -0.4 1.2
H -8.433 14.825 10.333 -0.4 0.0 -0.3
H -10.023 15.354 8.406 0.4 0.4 0.3
C -3.565 17.709 11.131 3.7 -0.1 -2.4
C -4.548 18.240 10.274 -1.0 0.4 0.8
C -4.053 18.479 9.040 0.7 -0.4 -1.9
N -2.777 17.975 8.988 0.5 1.2 -0.2
C -2.349 17.595 10.258 -2.6 -0.2 0.6
H -3.594 17.513 12.204 0.0 0.0 -0.6
H -5.581 18.432 10.472 -0.3 0.2 0.5
H -4.450 18.945 8.106 0.1 -0.6 1.2
H -2.281 18.119 8.081 0.0 -0.6 1.8
H -1.337 17.173 10.379 -0.9 0.4 0.2
C -1.966 14.425 8.572 1.2 1.3 0.1
C -1.424 13.589 7.598 -5.0 -1.8 -2.2
C -2.608 12.996 6.851 2.6 2.9 4.1
N -3.679 13.582 7.531 -0.3 -1.1 -1.3
C -3.314 14.458 8.502 0.0 -1.2 -1.0
H -1.418 15.156 9.130 0.3 -0.1 0.4
H -0.429 13.472 7.357 1.9 -0.4 -0.5
H -2.671 12.280 6.063 -0.3 -0.2 -0.2
H -4.656 13.355 7.406 0.2 0.0 -0.4
H -4.046 15.073 8.932 -0.7 0.7 0.8
C -3.991 10.827 10.173 0.1 -0.6 -0.2
C -2.602 11.084 10.098 1.7 -1.7 3.1
C -1.948 10.394 11.253 -3.0 0.7 -2.4
N -3.031 9.722 11.868 -0.4 -0.7 0.7
C -4.267 9.992 11.224 2.3 -0.4 0.9
H -4.740 11.085 9.451 -0.1 0.4 -0.2
H -2.105 11.681 9.354 0.1 0.2 0.0
H -0.898 10.373 11.623 -1.3 -0.2 -0.5
H -3.010 8.972 12.631 0.4 1.9 -1.5
H -5.179 9.568 11.634 0.3 0.1 -0.3
C -2.262 9.886 17.846 0.6 0.0 1.5
C -3.004 8.839 18.486 -4.2 1.3 -2.7
C -4.396 8.932 17.887 4.3 1.1 0.6
N -4.349 10.001 16.983 1.1 -0.4 1.2
C -3.070 10.586 17.008 -1.5 0.6 -0.8
H -1.266 10.297 18.127 -0.9 -0.8 -0.3
H -2.758 8.203 19.300 0.3 -0.4 0.2
H -5.289 8.341 18.046 0.2 0.1 -0.1
H -5.126 10.390 16.440 0.5 -0.3 0.4
H -2.832 11.568 16.534 -0.5 -1.2 0.2
C 0.888 15.955 12.223 -3.6 -0.3 0.6
C 1.159 14.800 11.458 0.1 0.4 -0.2
C -0.024 14.102 11.288 0.4 -0.1 -0.5
N -1.047 14.773 11.895 1.6 0.3 -0.1
C -0.554 15.869 12.522 3.1 0.7 -0.9
H 1.562 16.779 12.456 -0.3 -0.4 0.1
H 2.143 14.611 11.023 -0.6 -0.4 0.2
H -0.244 13.205 10.745 0.1 -0.2 -0.2
H -1.975 14.419 11.952 -0.8 0.0 0.0
H -1.215 16.533 13.024 -0.2 0.4 0.4
C -3.803 14.595 13.968 0.3 0.4 0.8
C -4.612 14.944 12.874 -0.9 -1.6 -4.7
C -4.477 13.886 11.772 2.8 1.3 7.3
N -3.574 12.993 12.432 -0.5 -0.7 -0.7
C -3.147 13.388 13.727 -3.3 1.3 -3.4
H -3.689 15.216 14.888 -0.1 -0.7 -0.9
H -5.254 15.820 12.598 0.9 -0.7 1.0
H -4.850 13.645 10.815 -0.4 0.1 -0.7
H -3.397 12.051 11.980 0.1 1.8 1.0
H -2.568 12.775 14.327 1.0 -1.0 0.9
C -9.727 13.786 11.928 1.0 0.0 0.4
C -9.298 12.641 11.234 4.5 -1.3 0.6
C -7.804 12.563 11.509 -2.7 -0.5 -1.1
N -7.490 13.638 12.256 -1.2 0.8 0.3
C -8.631 14.403 12.527 0.6 -2.9 -1.4
H -10.716 14.152 12.064 -0.6 0.1 -0.2
H -9.772 11.810 10.686 -0.1 1.0 0.4
H -6.991 11.839 11.206 -1.3 0.9 0.3
H -6.549 13.877 12.590 -0.5 -0.3 -0.2
H -8.548 15.230 13.128 0.0 1.8 1.2
C -0.125 12.879 16.435 -0.3 -0.8 0.8
C -0.040 11.585 15.817 -0.7 2.1 -4.7
C -0.167 11.943 14.342 0.9 -0.3 2.7
N -0.171 13.308 14.257 -0.7 -0.3 0.6
C -0.256 13.890 15.510 0.7 -1.2 -1.4
H -0.160 13.065 17.503 0.1 -0.1 -0.1
H 0.030 10.557 16.179 -0.1 0.7 0.1
H -0.237 11.412 13.372 0.3 0.0 1.2
H -0.296 13.824 13.374 0.3 -0.6 1.1
H -0.326 14.956 15.548 0.0 0.2 0.4
```
Forces are in eV/Å.

Properties
2S+1: 1
LUMO, Eh: 0.0097
Charge: 0
Kohn-Sham gap, Ha: 0.2896
Relative energy (zero: lowest compared OMol25 entry of this formula, charge and spin), eV: 6.136
Electronic energy, eV: -57184.10862
SMILES string: c1cc[nH]c1.c1cc[nH]c1.c1cc[nH]c1.c1cc[nH]c1.c1cc[nH]c1.c1cc[nH]c1.c1cc[nH]c1.c1cc[nH]c1.c1cc[nH]c1.c1cc[nH]c1

No. 3
Density functional theory data (ωB97M-V/def2-TZVPD) for 2 unconnected molecules or ions with the total composition CH6NO.

XYZ file:
```
9
Properties=species:S:1:pos:R:3:forces:R:3
O -1.781 -0.759 -0.859 -0.2 -0.7 0.0
H 0.145 -0.174 -0.348 -0.7 0.2 0.1
H -1.783 -1.606 -1.329 0.4 0.2 -0.2
H -2.656 -0.824 -0.449 0.1 0.5 0.2
C 1.281 1.070 0.787 0.0 -0.6 0.4
N 0.919 -0.043 0.305 0.0 -0.6 -0.2
H 0.679 1.946 0.599 0.3 0.3 -0.2
H 2.147 1.027 1.438 -0.1 0.5 0.1
H 1.377 -0.908 0.585 0.2 0.2 -0.2
```
Forces are in eV/Å.

Properties
2S+1: 1
LUMO, Eh: -0.2041
Charge: +1
Kohn-Sham gap, Ha: 0.3895
Relative energy (zero: lowest compared OMol25 entry of this formula, charge and spin), eV: 0.293
Electronic energy, eV: -4664.47334

No. 4
Density functional theory data (ωB97M-V/def2-TZVPD) for 2 unconnected molecules or ions with the total composition C8H11N4 at a distorted geometry.

XYZ file:
```
23
Properties=species:S:1:pos:R:3:forces:R:3
C 3.438 -0.527 0.361 0.9 -1.9 0.6
C 2.449 -1.275 -0.280 1.8 -2.3 -1.1
C 2.000 1.218 0.687 0.2 -0.5 -2.5
C 1.070 0.579 -0.187 -2.4 1.8 0.6
C -1.584 -1.523 0.399 0.9 2.4 -3.4
C -1.954 -0.586 1.467 2.9 0.7 0.3
C -1.467 0.406 -0.541 0.2 3.4 -0.3
C -1.740 1.505 -1.591 0.0 -3.3 -2.0
N 3.202 0.693 0.818 0.2 0.8 0.8
N 1.334 -0.629 -0.641 1.3 0.0 1.3
N -1.251 -0.918 -0.752 -1.4 -2.0 1.8
N -1.935 0.649 0.657 -1.1 -2.4 1.0
H 4.460 -0.940 0.650 -1.6 0.3 -0.8
H 2.550 -2.393 -0.635 0.0 2.5 0.8
H 1.873 2.275 0.950 -0.2 -0.6 0.4
H -1.565 -2.558 0.340 0.1 -1.9 0.7
H -2.780 -0.977 2.064 -0.3 1.0 0.0
H -0.982 -0.459 2.137 -1.7 -0.7 -0.8
H -1.272 1.078 -2.549 -0.3 1.2 1.3
H -1.473 2.531 -1.371 0.2 -0.2 0.2
H -2.839 1.390 -1.815 0.8 0.4 0.4
H -2.110 1.557 0.950 -0.5 1.6 0.9
H 0.577 -1.097 -1.117 0.0 -0.4 -0.5
```
Forces are in eV/Å.

Properties
2S+1: 1
LUMO (spin up / spin down), Eh: -0.1736 / -0.1736
Charge: +1
Kohn-Sham gap (spin up / spin down), Ha: 0.2611 / 0.2611
Relative energy (zero: lowest compared OMol25 entry of this formula, charge and spin), eV: 3.626
Electronic energy, eV: -14424.44921